# 1
C11H18BF2NO8S2Ta | ωB97M-V/def2-TZVPD

CARTESIAN COORDINATES (ANGSTROEM)
Ta1 0.604912 -0.751591 -0.481395
C1 -0.890181 1.070983 2.796196
O1 0.068001 1.434960 1.824260
C2 -0.331114 2.512643 1.008716
C3 -1.164412 2.049420 -0.164576
O2 -0.427663 1.222938 -1.091434
C4 -0.053025 1.849619 -2.343387
C5 1.368937 2.348978 -2.377609
O3 2.227315 1.234334 -2.378378
C6 3.580005 1.569397 -2.651129
H1 -1.024423 1.878509 3.522943
H2 -1.860901 0.829704 2.350449
H3 -0.504780 0.189130 3.304959
H4 -0.924710 3.238835 1.579910
H5 0.577676 3.006232 0.669591
H6 -2.001732 1.443115 0.178611
H7 -1.558014 2.907185 -0.709613
H8 -0.189128 1.089967 -3.108505
H9 -0.742916 2.673538 -2.524827
H10 1.489807 2.925663 -3.304176
H11 1.594998 3.015933 -1.535564
H12 3.663923 2.019145 -3.644979
H13 3.972267 2.263806 -1.901995
H14 4.149149 0.645731 -2.614462
O4 -1.249088 -0.780426 0.456174
N1 -1.540908 -1.806187 1.267301
C7 -2.844097 -2.106972 1.426231
C8 -3.220562 -3.116247 2.264918
C9 -2.229272 -3.827676 2.945943
C10 -0.908514 -3.506379 2.757094
C11 -0.541711 -2.475312 1.885364
S1 1.078380 -1.988891 1.570073
H15 -3.513940 -1.503827 0.832876
H16 -4.267782 -3.353218 2.376486
H17 -2.500484 -4.637416 3.609680
H18 -0.116597 -4.047772 3.254544
O5 0.510275 -3.222524 -3.590611
S2 0.257326 -2.471734 -2.412850
O6 -0.560833 -3.058781 -1.353464
O7 -0.240506 -1.061232 -2.598535
O8 1.581296 -2.073156 -1.630033
F1 3.661132 -0.012730 -0.091083
B1 2.450283 0.553497 0.100106
F2 2.571612 1.828809 0.526182

Atomic forces in eV per Å
-0.11 0.56 -0.27
0.00 0.01 -0.01
0.07 -0.05 -0.04
-0.05 0.08 -0.01
-0.11 -0.10 -0.05
0.26 0.11 0.14
-0.05 -0.01 0.01
-0.03 0.03 0.02
0.03 -0.02 0.00
-0.01 0.01 -0.01
0.01 0.00 0.01
0.01 0.00 0.00
0.00 0.01 0.00
0.01 -0.01 0.02
0.01 -0.02 -0.01
0.01 0.02 -0.02
0.01 0.03 -0.02
-0.01 -0.03 0.01
-0.02 0.01 0.00
0.01 0.00 -0.02
0.00 -0.03 0.01
0.00 0.00 0.00
-0.01 0.00 0.01
0.00 0.00 -0.01
0.06 -0.18 -0.21
0.05 -0.10 0.12
-0.04 0.00 -0.07
-0.05 0.01 -0.01
0.06 -0.01 0.02
-0.04 -0.08 0.06
-0.06 0.11 -0.10
0.17 0.04 0.02
-0.01 -0.01 0.02
0.01 0.01 -0.01
0.01 0.00 -0.01
0.00 0.02 -0.01
-0.02 0.09 -0.03
0.23 -0.15 0.30
-0.15 -0.33 -0.17
-0.04 0.30 0.24
-0.14 -0.06 0.17
-0.06 0.06 0.05
0.11 -0.32 -0.13
-0.10 -0.01 -0.02

The total charge is 0. The electronic energy comes out at -58904.6742 eV. As for the spin multiplicity: 2. For the energy above the lowest of the compared OMol25 structures with the same formula, charge and spin, the calculation gives 56.3 kcal/mol. As for the maximum force: 0.64 eV/Å. The HOMO energy (spin up / spin down) is -7.050 / -8.824 eV.

Here are the Mulliken charges for atoms 1 to 2, given in e: number 1, Ta, carries 1.7754; number 2, C, carries -0.7712



# 2
C6H6 | ωB97M-V/def2-TZVPD

CARTESIAN COORDINATES (ANGSTROEM)
C1 0.165311 2.878126 0.506125
C2 -0.177838 1.727757 0.589286
C3 -0.642536 0.341755 0.669474
C4 0.231751 -0.676100 0.066852
C5 1.273546 -1.285224 -0.383070
C6 -0.105528 -1.759053 -0.876923
H1 0.447881 3.904890 0.425983
H2 -1.556514 0.180209 0.086190
H3 -0.877283 0.062720 1.701926
H4 2.358334 -1.282946 -0.443116
H5 -0.510498 -1.435694 -1.847064
H6 -0.606628 -2.656444 -0.495667

Atomic forces in eV per Å
-0.16 -0.45 0.03
0.09 0.52 0.02
-0.15 0.05 0.08
0.10 -0.12 -0.15
-0.22 0.22 0.04
0.05 -0.31 -0.20
0.00 -0.21 0.03
-0.16 0.65 0.33
0.02 0.11 -0.02
-0.42 -0.24 -0.15
0.40 -0.23 0.06
0.47 0.01 -0.06

The total charge is 0. As for the SMILES: C#CCC1=CC1. The electronic energy comes out at -6314.3920 eV. For the energy above the lowest of the compared OMol25 structures with the same formula, charge and spin, the calculation gives 110.9 kcal/mol. As for the maximum force: 0.74 eV/Å. The HOMO energy is -9.356 eV.

Here are the Mulliken charges for atoms 1 to 2, given in e: number 1, C, carries 0.1839; number 2, C, carries -0.4018



# 3
C25H25N3O5S | ωB97M-V/def2-TZVPD

CARTESIAN COORDINATES (ANGSTROEM)
C1 4.194453 -0.053227 -4.084681
C2 2.921895 -0.874364 -3.989093
O1 1.911838 -0.084117 -3.354275
C3 0.987175 -0.716025 -2.632987
O2 0.948989 -1.910277 -2.490252
C4 0.036242 0.298996 -2.041807
C5 -1.143359 -0.252520 -1.305700
C6 -1.588512 -1.532292 -1.261298
S1 -3.017159 -1.646993 -0.300214
C7 -2.912029 0.098848 -0.035877
N1 -3.894882 0.702580 0.684322
C8 -4.198997 2.045965 0.867611
O3 -5.222832 2.324775 1.442592
C9 -3.195029 3.032914 0.354799
C10 -2.034548 3.137711 1.361634
C11 -0.714887 3.426981 0.652522
C12 0.454745 3.643948 1.609728
C13 0.738777 2.470562 2.550239
N2 0.967326 1.197244 1.870920
C14 0.038804 0.185550 2.060227
O4 -0.989387 0.383112 2.679884
C15 0.371763 -1.131493 1.498353
C16 -0.471422 -2.201848 1.714900
C17 -0.172082 -3.457541 1.178778
C18 0.968941 -3.646384 0.443376
C19 1.867970 -2.583417 0.222197
C20 3.067159 -2.735034 -0.502402
C21 3.915679 -1.673482 -0.685773
C22 3.607008 -0.418476 -0.154122
C23 2.442681 -0.232344 0.562431
C24 1.556677 -1.309656 0.758041
C25 2.156373 1.078601 1.168820
O5 2.922204 2.018322 1.085321
N3 -1.903009 0.646786 -0.612019
H1 4.014773 0.847566 -4.664711
H2 4.529795 0.235487 -3.092471
H3 4.970502 -0.638850 -4.568932
H4 2.559427 -1.153279 -4.984704
H5 3.071252 -1.786833 -3.402713
H6 0.611462 0.942413 -1.368836
H7 -0.312973 0.944607 -2.853859
H8 -1.161616 -2.403482 -1.708872
H9 -4.577770 0.077404 1.098351
H10 -3.685638 3.998090 0.230268
H11 -2.810187 2.687758 -0.603421
H12 -1.949544 2.195116 1.900903
H13 -2.253501 3.920132 2.089734
H14 -0.496909 2.590609 -0.013325
H15 -0.822525 4.323429 0.037251
H16 1.355005 3.849362 1.028468
H17 0.255729 4.513590 2.239514
H18 1.643140 2.699591 3.122085
H19 -0.093916 2.315096 3.236098
H20 -1.364804 -2.050337 2.302182
H21 -0.852960 -4.278164 1.347724
H22 1.197916 -4.614590 0.023302
H23 3.304732 -3.705197 -0.913491
H24 4.835118 -1.802444 -1.238060
H25 4.274710 0.420604 -0.283657

Atomic forces in eV per Å
-0.47 -0.07 0.06
0.33 -0.39 -0.09
0.18 0.44 -0.12
-0.19 0.01 0.11
-0.09 -0.04 -0.15
-0.06 -0.15 0.02
-0.02 -0.85 -0.24
-0.09 0.15 -0.01
0.11 0.69 -0.10
0.28 -1.13 -0.44
-0.57 -0.37 0.49
0.05 0.31 -0.28
-0.17 0.10 0.17
-0.07 0.21 0.09
0.14 -0.09 -0.34
0.05 0.10 0.37
0.00 -0.15 -0.19
0.00 0.53 0.20
-0.05 0.32 0.11
-0.35 -0.13 0.16
0.12 -0.17 0.00
-0.23 -0.64 0.02
0.25 0.60 0.14
0.20 -0.24 -0.16
-0.19 0.02 0.10
0.01 0.28 0.19
0.11 0.13 0.03
-0.01 -0.33 -0.06
-0.38 0.30 0.28
0.40 -0.30 -0.34
0.05 -0.20 -0.06
0.24 0.07 -0.05
-0.03 -0.08 0.01
-0.06 0.68 0.27
0.06 0.11 -0.06
0.08 0.03 0.10
0.10 -0.05 -0.06
0.01 -0.01 0.15
-0.02 0.16 -0.16
0.01 0.03 -0.08
0.09 0.01 0.06
0.15 -0.16 -0.08
0.06 0.27 -0.04
-0.09 -0.10 0.00
-0.03 0.11 0.03
0.03 0.07 0.08
-0.03 0.00 0.08
-0.02 0.07 -0.08
0.01 0.00 -0.10
-0.04 0.09 0.10
0.03 0.06 0.04
-0.13 -0.06 -0.02
0.16 -0.01 -0.07
-0.03 0.04 0.03
-0.04 -0.09 0.00
0.02 -0.12 -0.04
0.03 -0.10 -0.06
0.06 -0.03 -0.05
0.04 0.07 0.01

The total charge is 0. As for the SMILES: CCOC(=O)Cc1csc(NC(=O)CCCCCN2C(=O)c3cccc4cccc(c34)C2=O)n1. The electronic energy comes out at -51877.0307 eV. For the energy above the lowest of the compared OMol25 structures with the same formula, charge and spin, the calculation gives 9.7 kcal/mol. As for the maximum force: 1.24 eV/Å. The HOMO energy is -8.445 eV.

Here are the Mulliken charges for atoms 1 to 2, given in e: number 1, C, carries -1.1991; number 2, C, carries -0.1779



# 4
C3H4N2O4PS | ωB97M-V/def2-TZVPD

CARTESIAN COORDINATES (ANGSTROEM)
C1 -0.046637 -0.335814 -1.328522
C2 -0.470761 0.640987 -0.436663
C3 0.510579 -1.595309 0.565795
N1 0.395685 -1.479802 -0.731971
N2 -0.374977 0.346475 0.883897
O1 -0.922106 1.883697 -0.898308
O2 0.690635 -2.366674 1.457384
O3 -0.360832 1.091928 3.309971
O4 0.163884 2.764299 1.433924
P1 0.494072 1.388513 1.899909
S1 2.361976 1.006573 2.082550
H1 -0.489318 -0.404003 -2.325454
H2 1.057372 -2.127884 -1.372138
H3 -0.628642 0.225930 3.173944
H4 -0.535932 2.443660 -0.086282

Atomic forces in eV per Å
-2.17 3.26 -0.72
0.19 0.21 -1.70
-1.39 0.80 1.87
2.97 -3.91 -1.09
1.24 -2.80 -0.87
1.60 -0.98 2.67
0.09 1.42 -1.54
1.56 2.56 -0.74
-0.60 0.74 -0.61
-1.11 0.75 1.06
1.15 -0.73 0.19
0.59 0.01 0.27
-2.06 1.73 2.31
-1.12 -2.83 0.07
-0.95 -0.24 -1.18

The total charge is -1. The electronic energy comes out at -34472.4317 eV. For the energy above the lowest of the compared OMol25 structures with the same formula, charge and spin, the calculation gives 61.4 kcal/mol. As for the maximum force: 5.03 eV/Å. The HOMO energy is -4.166 eV.

Here are the Mulliken charges for atoms 1 to 2, given in e: number 1, C, carries -0.6440; number 2, C, carries 0.4140